Record 1
Here is EuFH2O as an isolated structure at a distorted geometry from the Open Molecules 2025 dataset. Energies are from ωB97M-V/def2-TZVPD.

Electronic energy, eV: -24118.6714
HOMO level (alpha / beta), eV: -14.2 / -15.0
E_LUMO (alpha / beta), eV: -5.69 / -5.55

```
! wB97M-V def2-TZVPD RIJCOSX def2/J DEFGRID3
* xyz 1 8
H -1.92064 0.96172 -0.06842
F -2.67314 1.66912 0.03299
Eu -2.92917 -1.13675 -0.11274
O -0.79516 -1.48564 -0.05731
H -0.39141 -2.33062 0.15227
*
```

Löwdin charges, unit e, in atom order: atom 1 (H): 0.11, atom 2 (F): -0.14, atom 3 (Eu): 1.64, atom 4 (O): -0.56, atom 5 (H): -0.04



Record 2
Here is C20H22CuN2 as an isolated structure at a distorted geometry from the Open Molecules 2025 dataset. Energies are from ωB97M-V/def2-TZVPD.

Electronic energy, eV: -68710.9449
Energy relative to the best compared isomer or geometry (same formula, charge and spin), kJ/mol: 77.8
HOMO level (alpha / beta), eV: -6.9 / -7.9
E_LUMO (alpha / beta), eV: -0.96 / -0.97

```
! wB97M-V def2-TZVPD RIJCOSX def2/J DEFGRID3
* xyz 0 2
C -1.77642 -0.31378 -1.62771
C 1.25780 -0.05227 -2.17896
C -1.81369 0.79455 -2.46190
H -2.25178 -0.36102 -0.64324
C 1.13461 1.28117 -1.69345
H 2.29448 -0.30493 -2.42794
H -1.63562 0.52504 -3.51377
H 2.13265 1.75401 -1.66632
C -1.34478 2.22909 -2.24897
H -1.90633 2.75999 -1.46009
H -1.62518 2.77974 -3.16669
C -0.93792 -1.46260 -2.08341
H -1.47439 -2.13475 -2.77912
H -0.59016 -2.09778 -1.25804
C 0.31005 -0.97980 -2.90916
H -0.03358 -0.49916 -3.83781
H 0.90251 -1.85646 -3.21897
C 0.15351 2.41955 -1.94869
H 0.60475 3.01874 -2.75661
H 0.24661 3.07813 -1.06964
Cu 1.22112 0.07964 -0.32776
H -2.94629 0.66163 -2.43942
C -1.54075 3.05753 3.84772
C -1.27823 3.24210 2.47955
C -0.79474 2.17971 1.71774
C -0.48458 0.94583 2.32895
C -0.81027 0.74878 3.69581
C -1.31967 1.81237 4.44589
N 0.18615 -0.02858 1.58618
N 0.32267 -1.13648 2.26377
C 1.11088 -2.04990 1.60723
C 1.38546 -3.33325 2.18931
C 2.08454 -4.28160 1.45162
C 2.51670 -3.96755 0.15410
C 2.27743 -2.67338 -0.38007
C 1.60419 -1.70601 0.34631
H -1.92406 3.89307 4.43675
H -1.44909 4.20863 2.00963
H -0.63767 2.26236 0.63955
H -0.63656 -0.23463 4.13150
H -1.53763 1.65710 5.50552
H 1.03650 -3.51281 3.21030
H 2.29867 -5.26081 1.87755
H 3.03858 -4.70643 -0.44688
H 2.62954 -2.43476 -1.38035
*
```

natural (NBO) population analysis, charges in e, atoms 1 to 6: atom 1 (C): -0.14, atom 2 (C): -0.29, atom 3 (C): -0.49, atom 4 (H): 0.20, atom 5 (C): -0.48, atom 6 (H): 0.22